ORCA calculation (the ωB97M-V functional and the def2-TZVPD basis) on the molecule C5H5P at a distorted geometry.

Summary:
multiplicity	1
frontier orbital gap	8.99	eV
SMILES	C=C=CP1C=C1
charge	0
max |F|	6.00	eV/Å
LUMO energy	0.19	eV
relative energy (zero: lowest compared OMol25 entry of this formula, charge and spin)	4.3912	eV

CARTESIAN COORDINATES (ANGSTROEM)
H 0.1542 -0.3397 3.3124
C -0.8799 0.6906 -2.1676
C -0.0585 -1.1222 2.7575
H 1.3971 1.3902 -2.6181
P -0.3079 1.1672 -0.4600
H 1.0552 -0.7088 -0.5489
H -1.2291 -1.1825 2.7552
H -1.4619 -0.0593 -2.7159
C 0.4467 -0.5304 1.5779
C 0.4624 -0.3613 0.3092
C 0.4218 1.0562 -2.2017